# C15H18N3O2PdSSe2

A structure of composition C15H18N3O2PdSSe2 (ωB97M-V/def2-TZVPD, OMol25).

As for the expectation value of S²: 6.02. The calculation puts the frontier orbital gap (spin up / spin down) at 0.288 / 0.232 Eh.

Geometry as ORCA input:
```
! wB97M-V def2-TZVPD RIJCOSX def2/J DEFGRID3
* xyz 1 5
Pd -0.139 0.169 -1.036
N 0.214 2.080 0.173
C -0.981 2.901 0.192
C -0.975 4.179 0.672
C -2.158 4.946 0.696
C -3.331 4.412 0.248
C -3.366 3.094 -0.264
C -4.548 2.496 -0.758
C -4.505 1.231 -1.264
C -3.273 0.552 -1.289
N -2.158 1.071 -0.829
C -2.180 2.334 -0.306
H 1.016 2.630 -0.117
H 0.416 1.737 1.109
H -0.053 4.607 1.046
H -2.127 5.956 1.080
H -4.247 4.988 0.272
H -5.474 3.056 -0.733
H -5.385 0.741 -1.654
H -3.208 -0.442 -1.710
O 4.665 -3.512 0.038
C 3.341 -3.719 0.493
C 2.548 -2.413 0.288
C 3.178 -1.321 1.160
O 3.139 -1.671 2.529
C 2.668 -2.063 -1.202
Se 2.204 -0.260 -1.749
C 1.116 -2.744 0.710
Se -0.105 -1.265 1.090
H 5.227 -4.227 0.348
H 3.321 -3.962 1.558
H 2.854 -4.529 -0.063
H 2.664 -0.368 0.983
H 4.224 -1.200 0.872
H 2.425 -1.204 2.971
H 2.006 -2.693 -1.802
H 3.692 -2.212 -1.535
H 1.134 -3.300 1.649
H 0.623 -3.365 -0.036
S -2.183 -2.870 -0.126
C -1.422 -2.208 -1.428
N -0.855 -1.630 -2.274
*
```

# C15H18N4O3

The molecule C15H18N4O3 at a distorted geometry (ωB97M-V/def2-TZVPD, OMol25).

The calculation puts the frontier orbital gap at 0.336 Eh.

Geometry as ORCA input:
```
! wB97M-V def2-TZVPD RIJCOSX def2/J DEFGRID3
* xyz 0 1
C -6.915 -1.753 1.076
C -5.716 -2.267 0.291
O -4.633 -1.338 0.321
C -4.690 -0.322 -0.562
O -5.577 -0.170 -1.358
C -3.517 0.547 -0.401
C -2.429 0.395 0.446
N -1.667 1.474 0.198
C -0.394 1.824 0.745
C 0.656 0.732 0.435
O 0.332 -0.391 0.133
N 1.919 1.194 0.577
C 3.133 0.502 0.414
C 3.200 -0.829 0.019
C 4.433 -1.439 -0.119
C 5.614 -0.753 0.131
C 6.948 -1.413 -0.068
C 7.436 -1.208 -1.503
C 5.533 0.578 0.523
C 4.310 1.201 0.665
N -2.243 2.233 -0.741
N -3.335 1.696 -1.096
H -7.696 -2.507 1.084
H -6.626 -1.528 2.100
H -7.301 -0.849 0.611
H -5.999 -2.448 -0.751
H -5.316 -3.181 0.734
H -2.170 -0.368 1.147
H -0.113 2.781 0.299
H -0.465 1.931 1.834
H 2.034 2.164 0.841
H 2.295 -1.377 -0.178
H 4.475 -2.473 -0.426
H 7.678 -0.990 0.625
H 6.864 -2.483 0.134
H 8.402 -1.685 -1.648
H 7.536 -0.147 -1.721
H 6.727 -1.636 -2.209
H 6.439 1.133 0.723
H 4.264 2.237 0.972
*
```

# C15H18N4O3

The molecule C15H18N4O3 at a distorted geometry (ωB97M-V/def2-TZVPD, OMol25).

The calculation puts the frontier orbital gap at 0.346 Eh.

Geometry as ORCA input:
```
! wB97M-V def2-TZVPD RIJCOSX def2/J DEFGRID3
* xyz 0 1
N 0.278 -1.905 2.257
C 0.560 -2.719 0.941
C -0.672 -3.152 0.203
C -1.521 -1.965 -0.364
C -1.787 -1.331 -1.487
N -2.942 -0.578 -1.264
C -3.069 -0.619 0.082
N -2.302 -1.445 0.676
C 1.487 -1.930 -0.006
O 2.103 -2.654 -0.769
N 1.718 -0.628 0.142
C 2.252 0.219 -0.885
C 1.303 1.443 -1.293
C 0.199 2.158 -0.581
C 0.416 2.687 0.715
C -0.563 3.026 1.502
C -1.880 2.866 1.055
C -2.194 2.375 -0.170
C -1.128 2.091 -1.010
C 3.522 0.727 -0.228
O 3.661 1.710 0.409
O 4.572 -0.182 -0.084
H 0.165 -2.671 2.935
H -0.666 -1.535 2.179
H 1.004 -3.557 1.488
H -1.434 -3.812 0.684
H -0.224 -3.850 -0.696
H -1.237 -1.244 -2.327
H -3.517 0.051 -1.919
H -4.110 -0.187 0.333
H 1.630 -0.104 1.012
H 2.446 -0.352 -1.776
H 2.021 2.186 -1.587
H 1.021 1.271 -2.308
H 1.522 2.618 1.104
H -0.496 3.535 2.476
H -2.724 3.094 1.665
H -3.234 2.471 -0.498
H -1.449 1.615 -1.942
H 5.271 0.275 -0.666
*
```

# C15H18O

A cluster of 2 separate species, C15H18O in total at a distorted geometry (ωB97M-V/def2-TZVPD, OMol25).

The calculation puts the frontier orbital gap at 0.330 Eh.

Geometry as ORCA input:
```
! wB97M-V def2-TZVPD RIJCOSX def2/J DEFGRID3
* xyz 0 1
C 1.681 -0.427 3.692
C 0.262 -1.004 3.287
C 0.391 -1.560 1.898
C 0.313 -0.751 0.804
C 0.322 -1.380 -0.452
C 0.632 -2.720 -0.601
O 0.523 -3.367 -1.803
C 1.064 -3.476 0.544
C 0.938 -2.868 1.754
H 2.030 -1.127 4.479
H 1.675 0.580 4.107
H 2.397 -0.297 2.872
H -0.068 -1.731 4.041
H -0.352 -0.106 3.312
H 0.137 0.315 0.872
H 0.108 -0.859 -1.372
H 0.940 -4.224 -1.637
H 1.598 -4.416 0.463
H 1.236 -3.293 2.686
C -2.395 1.229 -3.403
C -1.392 1.956 -2.543
C -0.157 1.420 -2.207
C 0.625 1.862 -1.130
C 0.122 2.960 -0.474
C -1.131 3.563 -0.719
C -1.890 2.982 -1.711
H -3.228 1.870 -3.718
H -2.873 0.419 -2.853
H -1.853 0.962 -4.334
H 0.266 0.633 -2.839
H 1.631 1.475 -0.975
H 0.664 3.489 0.314
H -1.332 4.537 -0.298
H -2.881 3.353 -2.053
*
```

# C15H18O

A cluster of 2 separate species, C15H18O in total at a distorted geometry (ωB97M-V/def2-TZVPD, OMol25).

The calculation puts the frontier orbital gap at 0.331 Eh.

Geometry as ORCA input:
```
! wB97M-V def2-TZVPD RIJCOSX def2/J DEFGRID3
* xyz 0 1
C -2.108 2.954 -1.209
C -0.784 2.629 -0.487
C -0.123 1.454 -1.182
C -0.679 0.361 -1.833
C 0.054 -0.806 -2.151
C 1.426 -0.758 -1.882
O 2.175 -1.802 -2.376
C 2.081 0.354 -1.373
C 1.265 1.455 -1.132
H -2.884 2.574 -0.528
H -2.189 2.476 -2.172
H -2.437 3.985 -1.379
H -0.089 3.467 -0.663
H -0.874 2.571 0.579
H -1.723 0.311 -2.094
H -0.288 -1.804 -2.400
H 3.048 -1.887 -1.998
H 3.118 0.466 -1.139
H 1.759 2.332 -0.734
C -1.828 -2.753 1.222
C -0.999 -1.582 1.662
C -1.462 -0.394 2.269
C -0.641 0.664 2.670
C 0.737 0.449 2.535
C 1.288 -0.730 2.081
C 0.381 -1.655 1.581
H -1.580 -3.457 0.438
H -2.750 -2.157 1.152
H -2.168 -3.562 1.907
H -2.538 -0.275 2.449
H -1.087 1.476 3.221
H 1.473 1.204 2.844
H 2.346 -0.889 1.911
H 0.727 -2.475 0.958
*
```

# C15H18O

A cluster of 2 separate species, C15H18O in total at a distorted geometry (ωB97M-V/def2-TZVPD, OMol25).

The calculation puts the frontier orbital gap at 0.344 Eh.

Geometry as ORCA input:
```
! wB97M-V def2-TZVPD RIJCOSX def2/J DEFGRID3
* xyz 0 1
C -1.100 -2.172 -1.514
C 0.055 -1.144 -1.561
C -0.463 0.259 -1.824
C -0.174 0.876 -3.043
C -0.552 2.162 -3.338
C -1.153 2.789 -2.261
O -1.545 4.121 -2.237
C -1.453 2.256 -0.966
C -1.084 0.890 -0.773
H -1.672 -2.406 -2.420
H -1.815 -1.861 -0.831
H -0.711 -3.093 -1.199
H 0.593 -1.201 -0.651
H 0.753 -1.412 -2.393
H 0.457 0.253 -3.765
H -0.373 2.774 -4.405
H -2.400 4.376 -2.665
H -1.975 2.724 -0.236
H -1.334 0.423 0.172
C 1.311 -3.006 2.058
C 1.261 -1.463 2.345
C 1.547 -0.437 1.322
C 1.219 0.912 1.517
C 0.750 1.403 2.777
C 0.335 0.377 3.578
C 0.593 -0.976 3.514
H 1.605 -3.103 0.898
H 0.418 -3.496 2.389
H 2.113 -3.384 2.654
H 2.216 -0.669 0.398
H 1.634 1.723 0.736
H 0.841 2.368 2.946
H -0.149 0.748 4.595
H 0.253 -1.613 4.184
*
```

# C15H18O2

A cluster of 2 separate species, C15H18O2 in total at a distorted geometry (ωB97M-V/def2-TZVPD, OMol25).

The calculation puts the frontier orbital gap at 0.331 Eh.

Geometry as ORCA input:
```
! wB97M-V def2-TZVPD RIJCOSX def2/J DEFGRID3
* xyz 0 1
C 2.203 2.201 1.028
C 1.418 1.946 -0.255
C 2.053 0.878 -1.138
C 2.369 -0.377 -0.680
C 2.625 -1.426 -1.626
C 2.815 -1.061 -2.939
O 3.155 -2.032 -3.871
C 2.571 0.222 -3.412
C 2.099 1.141 -2.516
H 1.634 2.345 1.953
H 2.759 3.149 0.996
H 2.939 1.416 1.228
H 0.374 1.641 -0.036
H 1.200 2.896 -0.767
H 2.255 -0.894 0.265
H 2.795 -2.407 -1.195
H 3.052 -2.863 -3.391
H 2.859 0.324 -4.450
H 1.589 2.042 -2.865
C -5.033 -1.130 1.039
C -3.590 -0.690 1.236
C -2.564 -1.316 0.529
C -1.252 -1.090 0.851
C -0.971 -0.155 1.857
O 0.274 0.069 2.376
C -1.988 0.533 2.505
C -3.333 0.271 2.202
H -5.038 -2.108 0.542
H -5.675 -0.455 0.480
H -5.475 -1.240 2.025
H -2.896 -1.953 -0.296
H -0.389 -1.381 0.256
H 0.991 -0.332 1.880
H -1.701 1.146 3.349
H -4.123 0.689 2.840
*
```

# C15H18O3

The molecule C15H18O3 at a distorted geometry (ωB97M-V/def2-TZVPD, OMol25).

The calculation puts the frontier orbital gap at 0.300 Eh.

Geometry as ORCA input:
```
! wB97M-V def2-TZVPD RIJCOSX def2/J DEFGRID3
* xyz 0 1
C 4.285 1.604 -1.904
C 4.894 0.303 -1.360
C 3.883 -0.242 -0.442
C 3.530 0.453 0.822
C 2.427 -0.352 1.983
C 1.132 -0.359 1.090
C 0.748 -1.788 0.600
C -0.619 -1.665 0.018
O -0.903 -2.992 -0.482
C -1.452 -0.463 0.023
C -2.674 -0.859 -0.537
C -3.279 -1.840 -1.100
C -3.468 0.395 -0.538
C -2.847 1.811 -0.154
O -3.586 2.795 0.023
O -1.743 1.685 0.373
C -0.905 0.525 0.507
C 0.253 0.732 1.014
H 4.068 2.250 -1.262
H 3.252 1.367 -2.490
H 4.992 2.174 -2.682
H 5.632 0.489 -0.935
H 5.008 -0.358 -2.131
H 2.814 -0.511 -0.876
H 4.104 -1.210 -0.177
H 3.074 1.276 0.430
H 4.369 0.573 1.410
H 2.962 -1.042 2.043
H 2.361 0.331 2.842
H 1.400 -2.378 0.825
H -0.257 -3.647 -0.073
H -3.388 -2.674 -0.215
H -4.271 -1.607 -1.796
H -2.547 -2.309 -1.959
H -4.537 0.574 -0.894
H 0.601 1.492 1.483
*
```

# C15H19BrMoSi

A structure of composition C15H19BrMoSi at a distorted geometry (ωB97M-V/def2-TZVPD, OMol25).

As for the expectation value of S²: 2.02. The calculation puts the frontier orbital gap (spin up / spin down) at 0.240 / 0.227 Eh.

Geometry as ORCA input:
```
! wB97M-V def2-TZVPD RIJCOSX def2/J DEFGRID3
* xyz 0 3
C 1.016 -2.372 -0.474
C 1.638 -1.253 0.106
C 0.831 -0.822 1.257
H 2.568 -0.801 -0.227
C -0.275 -1.734 1.342
C -0.207 -2.667 0.259
H -0.852 -3.504 0.111
H 1.423 -2.932 -1.305
H 1.169 -0.181 2.059
H -1.055 -1.683 2.096
Mo -0.380 -0.721 -1.058
Br 0.567 1.676 -1.855
C -1.752 -0.470 -2.651
C -2.184 -1.701 -2.037
C -1.260 -2.732 -2.424
H -3.173 -1.834 -1.585
C -0.182 -2.132 -3.120
C -0.440 -0.730 -3.259
H 0.125 -0.037 -3.869
H -2.345 0.433 -2.769
H -1.454 -3.803 -2.376
H 0.642 -2.642 -3.615
C 0.605 2.593 4.387
Si 0.609 3.121 2.555
C -0.521 4.612 2.604
C 2.343 3.896 2.517
C 0.210 1.917 1.201
C -0.094 0.908 0.508
H 0.756 3.488 5.017
H 1.422 1.902 4.619
H -0.353 2.151 4.661
H -0.135 5.296 3.381
H -0.495 5.134 1.640
H -1.552 4.348 2.868
H 3.119 3.149 2.737
H 2.476 4.316 1.511
H 2.451 4.709 3.258
*
```

# C15H19ClN2O2

The molecule C15H19ClN2O2 (ωB97M-V/def2-TZVPD, OMol25).

The calculation puts the frontier orbital gap at 0.319 Eh.

Geometry as ORCA input:
```
! wB97M-V def2-TZVPD RIJCOSX def2/J DEFGRID3
* xyz 0 1
O 0.756 -1.863 -1.041
C 0.034 -0.977 -0.627
C -0.875 -0.213 -1.516
C -2.091 0.205 -1.167
C -3.036 0.894 -2.043
C -4.386 0.542 -1.975
C -5.330 1.132 -2.791
C -4.947 2.114 -3.690
C -3.622 2.505 -3.757
C -2.677 1.900 -2.944
Cl -1.049 2.482 -3.029
N -0.025 -0.628 0.686
C 0.872 -1.196 1.663
C 2.081 -0.269 1.916
N 3.081 -0.752 2.836
C 3.785 -1.948 2.407
C 4.993 -2.142 3.325
O 4.597 -2.264 4.672
C 3.876 -1.127 5.083
C 2.639 -0.909 4.208
H -0.509 -0.100 -2.526
H -2.478 -0.025 -0.181
H -4.683 -0.226 -1.275
H -6.364 0.830 -2.725
H -5.677 2.583 -4.331
H -3.313 3.283 -4.438
H -0.517 0.212 0.943
H 1.213 -2.149 1.254
H 0.322 -1.370 2.592
H 1.720 0.692 2.299
H 2.576 -0.089 0.957
H 4.119 -1.816 1.377
H 3.150 -2.847 2.466
H 5.525 -3.062 3.079
H 5.672 -1.283 3.213
H 3.592 -1.303 6.122
H 4.518 -0.235 5.021
H 2.121 -0.001 4.524
H 1.963 -1.772 4.334
*
```

# C15H19N2O4P2Ru

A structure of composition C15H19N2O4P2Ru at a distorted geometry (ωB97M-V/def2-TZVPD, OMol25).

As for the expectation value of S²: 6.04. The calculation puts the frontier orbital gap (spin up / spin down) at 0.212 / 0.069 Eh.

Geometry as ORCA input:
```
! wB97M-V def2-TZVPD RIJCOSX def2/J DEFGRID3
* xyz 3 5
Ru -0.892 -0.081 0.261
C 0.486 1.042 -2.519
P -1.066 1.296 -1.615
C -2.414 0.988 -2.782
C -1.184 3.028 -1.010
C -1.029 4.100 -1.880
C -1.196 5.396 -1.397
C -1.479 5.632 -0.058
C -1.628 4.565 0.818
C -1.464 3.264 0.350
P -1.568 1.810 1.456
C -1.000 2.205 3.133
C -3.348 1.445 1.631
H 0.388 1.445 -3.532
H 0.675 -0.035 -2.618
H 1.339 1.512 -2.023
H -2.397 1.778 -3.542
H -3.392 0.991 -2.298
H -2.259 0.020 -3.267
H -0.808 3.944 -2.928
H -1.143 6.228 -2.091
H -1.574 6.647 0.308
H -1.868 4.750 1.856
H -1.685 2.926 3.589
H 0.010 2.619 3.130
H -1.021 1.302 3.749
H -3.881 2.354 1.921
H -3.498 0.698 2.417
H -3.773 1.078 0.691
O -1.486 -5.486 2.321
C -0.702 -4.822 3.073
O -0.304 -5.105 4.169
C -0.175 -3.462 2.581
C 0.829 -2.739 3.233
N 0.970 -1.586 2.582
N 0.115 -1.487 1.558
C -0.589 -2.630 1.527
C -1.551 -2.858 0.360
O -2.039 -3.952 0.218
O -1.694 -1.818 -0.370
H -1.775 -5.143 1.429
H 1.407 -3.009 4.103
H 1.680 -0.877 2.756
*
```

# C15H19N3O3S2

The molecule C15H19N3O3S2 at a distorted geometry (ωB97M-V/def2-TZVPD, OMol25).

The calculation puts the frontier orbital gap at 0.355 Eh.

Geometry as ORCA input:
```
! wB97M-V def2-TZVPD RIJCOSX def2/J DEFGRID3
* xyz 0 1
C -5.135 0.079 -0.096
C -3.803 -0.584 -0.450
C -3.632 -0.694 -1.967
C -2.671 0.186 0.129
N -1.791 -0.298 0.924
N -0.859 0.561 1.317
C -0.997 1.738 0.810
N -0.204 2.824 1.039
C 1.154 2.878 1.253
O 1.707 3.951 1.244
C 1.892 1.578 1.497
C 3.030 1.493 0.499
S 2.348 1.319 -1.196
O 3.066 2.200 -2.076
O 0.916 1.471 -1.147
C 2.734 -0.403 -1.712
C 2.277 -1.339 -0.655
C 3.185 -1.945 0.207
C 2.742 -2.768 1.227
C 1.387 -2.987 1.402
C 0.475 -2.392 0.546
C 0.918 -1.575 -0.478
S -2.398 1.883 -0.242
H -5.182 1.079 -0.521
H -5.960 -0.507 -0.494
H -5.250 0.153 0.982
H -3.764 -1.585 -0.007
H -2.682 -1.165 -2.211
H -3.656 0.295 -2.421
H -4.435 -1.292 -2.390
H -0.588 3.714 0.741
H 2.293 1.608 2.513
H 1.220 0.726 1.406
H 3.615 2.410 0.482
H 3.668 0.633 0.675
H 2.202 -0.529 -2.652
H 3.807 -0.424 -1.880
H 4.246 -1.784 0.067
H 3.458 -3.236 1.887
H 1.041 -3.624 2.203
H -0.583 -2.548 0.685
H 0.211 -1.099 -1.140
*
```